A.
Molecular formula: C5H7N3
Method: DFT, ωB97M-V/def2-TZVPD

The value obtained for the highest occupied orbital energy (spin up / spin down) is -6.872 / -7.970 eV. Its total charge is 0. The spin multiplicity is 1.

The geometry in XYZ format:
```
15
Properties=species:S:1:pos:R:3:mulliken_charge:R:1
C -0.58245 1.09292 -0.42338 -0.505
C 0.05084 -0.18361 -0.19943 1.342
N -1.18153 1.72532 0.58481 -0.338
C 1.31744 -0.25706 -1.03711 -0.052
C 0.05033 -0.79037 1.17011 -1.440
N 2.46613 -0.61454 -0.65507 -0.707
C -0.87783 -1.32590 -0.48461 0.094
N -1.57849 -2.11742 -0.98188 -0.542
H -0.68652 1.49039 -1.42240 0.382
H -0.95192 1.44167 1.53204 0.202
H -1.60966 2.62758 0.45481 0.229
H 2.47757 -0.86696 0.33448 0.281
H 1.17673 0.03346 -2.07919 0.371
H 0.71602 -1.61326 1.37292 0.344
H -0.78665 -0.64222 1.83389 0.339
```


B.
Molecular formula: C5H7N3
Method: DFT, ωB97M-V/def2-TZVPD

The value obtained for the highest occupied orbital energy is -8.483 eV. As for the SMILES: [H]/N=C(\C#N)N/C=C/C. Its total charge is 0. The spin multiplicity is 1.

The geometry in XYZ format:
```
15
Properties=species:S:1:pos:R:3:mulliken_charge:R:1
H -0.44184 2.18431 -3.23917 0.292
N 0.58488 1.94345 -2.69054 -0.540
C -0.07848 1.01929 -1.86139 0.397
C -1.47583 1.22232 -1.36823 0.091
N -2.46871 1.70785 -0.87507 -0.413
N 0.90573 0.19674 -1.07798 -0.223
C 0.90469 -0.67530 0.10876 -0.069
C 0.00455 -0.37365 1.22189 -0.055
C -0.04533 -1.35732 2.41774 -0.890
H 1.55989 0.10986 -1.83688 0.271
H 1.67454 -1.60112 -0.20105 0.195
H -0.74272 0.68187 1.25624 0.190
H 0.94419 -2.02061 2.50265 0.258
H -0.83819 -2.08244 2.11050 0.239
H -0.48738 -0.95526 3.53251 0.258
```


C.
Molecular formula: C5H7N3
Method: DFT, ωB97M-V/def2-TZVPD

The value obtained for the highest occupied orbital energy is -8.850 eV. As for the SMILES: c1n[nH]cc1N1CC1. Its total charge is 0. The spin multiplicity is 1.

The geometry in XYZ format:
```
15
Properties=species:S:1:pos:R:3:mulliken_charge:R:1
C 1.22424 -1.11892 -0.12287 -0.551
N 2.36825 -0.44460 -0.00789 -0.778
N 1.92973 0.82928 0.09526 0.254
C 0.61391 0.95106 0.12032 -0.333
C 0.09524 -0.33251 -0.05912 0.644
N -1.28537 -0.55747 -0.18278 -0.384
C -2.26457 -0.11877 0.74980 -0.294
C -2.21444 0.42984 -0.62188 -0.445
H 1.27249 -2.22617 -0.19255 0.420
H 2.57245 1.57858 0.16864 0.208
H 0.09815 1.80764 -0.12112 0.364
H -3.04454 -0.87799 1.03256 0.220
H -1.87892 0.58014 1.50084 0.277
H -2.97174 0.06356 -1.31600 0.219
H -1.86250 1.41952 -0.80197 0.181
```


Relative energies, unit eV: A 2.374; B 3.487; C 0.000


A.
Molecular formula: C5H7N3
Method: DFT, ωB97M-V/def2-TZVPD

The value obtained for the highest occupied orbital energy is -8.186 eV. As for the SMILES: c1cc2n(c1)NNC2. Its total charge is 0. The spin multiplicity is 1.

The geometry in XYZ format:
```
15
Properties=species:S:1:pos:R:3:mulliken_charge:R:1
C -2.21182 0.26969 0.08713 -0.533
C -1.42829 -0.90394 0.05127 -0.747
C -0.12485 -0.49380 -0.01679 0.249
N -0.11388 0.86573 -0.01533 0.441
C -1.36935 1.35544 0.04711 -0.299
N 1.18365 1.40990 -0.07241 -0.629
N 2.03904 0.30888 0.23389 -0.370
C 1.30496 -0.93412 -0.08811 -0.449
H -3.28194 0.30995 0.14383 0.405
H -1.78369 -1.91428 0.07582 0.436
H -1.57243 2.40658 0.05546 0.436
H 1.38260 1.70131 -1.03707 0.254
H 2.21022 0.35059 1.23739 0.312
H 1.56569 -1.72718 0.61037 0.330
H 1.57720 -1.25365 -1.10309 0.164
```


B.
Molecular formula: C5H7N3
Method: DFT, ωB97M-V/def2-TZVPD

The value obtained for the highest occupied orbital energy is -8.919 eV. As for the SMILES: [H]/N=C1/C=C[C@H]2CN2N1. Its total charge is 0. The spin multiplicity is 1.

The geometry in XYZ format:
```
15
Properties=species:S:1:pos:R:3:mulliken_charge:R:1
H 2.73405 -1.43724 0.48260 0.260
N 2.55785 -0.39520 0.26881 -0.718
C 1.32200 -0.12769 -0.07950 0.442
C 0.91735 1.32088 -0.28238 -0.182
C -0.34746 1.62537 -0.09060 -0.460
C -1.02866 0.43165 0.51660 -0.444
C -1.98428 -0.67726 0.03631 -0.278
N -0.79619 -0.46288 -0.57955 -0.108
N 0.46472 -1.29249 -0.20115 -0.474
H 1.72751 1.92953 -0.66625 0.394
H -0.71829 2.57645 -0.02223 0.462
H -0.76678 0.03416 1.49249 0.232
H -2.99131 -0.48807 -0.57737 0.230
H -1.93735 -1.44122 0.94480 0.294
H 0.84682 -1.59600 -1.24257 0.350
```


Relative energies, unit eV: A 0.000; B 3.816


A.
Molecular formula: C4H13NS
Method: DFT, ωB97M-V/def2-TZVPD

The value obtained for the highest occupied orbital energy is -8.451 eV. As for the SMILES: CNC.CSC. Its total charge is 0. The spin multiplicity is 1.

The geometry in XYZ format:
```
19
Properties=species:S:1:pos:R:3:mulliken_charge:R:1
C 1.02234 1.45596 4.71300 -0.713
N -0.23281 1.05565 5.31889 -0.336
C -1.32967 0.42143 4.61292 -0.833
H 1.82699 1.19522 5.39493 0.309
H 1.09135 2.54537 4.61006 0.213
H 1.12105 1.02639 3.71037 0.257
H -0.07790 0.41241 6.08453 0.216
H -2.22448 0.32608 5.22932 0.277
H -1.55289 0.94461 3.68102 0.322
H -1.18316 -0.63985 4.32248 0.288
C 0.04064 -0.90098 -3.94367 -0.806
S 0.99722 -0.16722 -5.24473 -0.075
C 0.28473 -1.01664 -6.72533 -0.821
H -0.49258 -0.14977 -3.35854 0.277
H -0.60465 -1.70749 -4.28778 0.271
H 0.63517 -1.39870 -3.16331 0.296
H -0.77724 -0.81491 -6.74563 0.294
H 0.59010 -2.05770 -6.70148 0.290
H 0.86580 -0.52985 -7.50704 0.273
```


B.
Molecular formula: C4H13NS
Method: DFT, ωB97M-V/def2-TZVPD

The value obtained for the highest occupied orbital energy is -8.801 eV. As for the SMILES: CCS.CNC. Its total charge is 0. The spin multiplicity is 1.

The geometry in XYZ format:
```
19
Properties=species:S:1:pos:R:3:mulliken_charge:R:1
C -1.63011 2.56735 0.18999 -0.947
C -1.14439 2.06349 -1.09741 -0.384
S -1.79063 3.00389 -2.55669 -0.207
H -1.49082 1.67695 0.92157 0.199
H -0.93096 3.35505 0.55749 0.289
H -2.70920 2.78670 0.17883 0.359
H -0.02605 2.10668 -1.24195 0.311
H -1.61481 1.10377 -1.33960 0.286
H -1.34560 2.06773 -3.31092 0.101
C 1.01289 -0.95742 0.65624 -0.812
N 1.75247 -2.22807 0.19580 -0.375
C 1.46074 -3.16884 1.12423 -0.741
H -0.09970 -0.99629 0.68382 0.251
H 1.34592 -0.02734 0.09474 0.207
H 1.52081 -0.89570 1.58896 0.378
H 1.54742 -2.40613 -0.83160 0.226
H 0.60711 -3.82557 0.90471 0.259
H 2.34733 -3.65905 1.33173 0.320
H 1.18757 -2.56720 1.95005 0.282
```


Relative energies, unit eV: A 0.000; B 0.970